The following is a quantum chemistry calculation of C49H53AsN10O2STi as an isolated structure in a non-equilibrium geometry, from OMol25.

Structure (XYZ):
```
117
Properties=species:S:1:pos:R:3:mulliken_spin:R:1
Ti 0.04 0.56 0.56 0.93
C -1.87 -2.78 2.64 0.00
C -2.71 -2.55 1.38 0.00
C -2.28 -1.36 0.49 -0.01
N -1.67 -0.23 1.16 -0.05
C -2.27 0.36 2.18 0.07
C -3.63 0.15 2.52 -0.01
C -4.32 0.46 3.67 0.01
C -3.82 0.98 4.86 -0.01
C -2.55 1.48 5.10 0.02
C -1.52 1.71 4.20 -0.01
C -1.41 1.35 2.85 0.00
N -0.46 1.81 2.04 -0.07
C 0.35 2.93 2.46 0.01
C 0.84 3.69 1.23 0.04
C 1.93 2.91 0.46 -0.02
N 1.81 1.49 0.71 0.00
C 2.71 0.80 1.40 -0.04
C 3.90 1.31 1.95 0.02
C 4.96 0.67 2.56 0.00
C 5.24 -0.68 2.67 0.02
C 4.38 -1.73 2.34 0.00
C 3.05 -1.66 2.03 0.02
C 2.23 -0.55 1.77 0.01
N 0.90 -0.61 1.89 -0.04
C 0.36 -1.51 2.90 0.03
C -0.35 -2.79 2.42 0.02
H -2.17 -3.74 3.05 0.00
H -2.13 -2.03 3.38 0.00
H -3.75 -2.44 1.69 0.00
H -2.66 -3.45 0.75 0.00
H -3.16 -1.03 -0.10 0.00
H -1.52 -1.71 -0.21 0.04
H -4.21 -0.33 1.75 0.00
H -5.36 0.20 3.67 0.00
H -4.51 1.00 5.70 0.00
H -2.35 1.79 6.12 0.00
H -0.65 2.19 4.62 0.00
H 1.21 2.60 3.08 0.00
H -0.26 3.62 3.07 0.00
H 1.24 4.66 1.54 0.00
H -0.02 3.87 0.59 0.00
H 1.81 3.09 -0.62 0.00
H 2.92 3.29 0.75 -0.01
H 4.00 2.38 1.93 0.00
H 5.72 1.33 2.96 0.00
H 6.20 -0.95 3.08 0.00
H 4.80 -2.73 2.43 0.00
H 2.53 -2.61 1.96 0.00
H -0.35 -0.91 3.48 -0.01
H 1.18 -1.79 3.58 0.00
H 0.08 -3.63 2.97 0.00
H -0.13 -2.97 1.37 -0.01
C -2.68 -1.86 -5.07 0.00
C -1.84 -2.66 -4.16 0.00
N -1.56 -3.92 -4.29 0.00
N -0.80 -4.25 -3.23 0.00
C -0.60 -3.20 -2.40 0.00
S 0.24 -3.18 -0.98 0.00
N -1.25 -2.16 -3.02 0.00
N -1.31 -0.86 -2.52 0.00
H -3.03 -2.51 -5.87 0.00
H -2.12 -1.03 -5.51 0.00
H -3.53 -1.44 -4.53 0.00
H -0.48 -5.19 -3.07 0.00
H -0.42 -0.67 -2.02 0.00
H -1.43 -0.21 -3.29 0.00
N -3.18 6.05 -2.42 0.00
C -2.17 5.28 -2.91 0.01
O -1.54 5.60 -3.90 0.01
C -1.86 4.05 -2.16 0.04
C -0.72 3.32 -2.55 -0.03
C -0.33 2.22 -1.84 0.07
N -0.97 1.74 -0.74 -0.10
C -2.12 2.39 -0.43 0.11
C -2.58 3.51 -1.08 -0.03
H -3.40 6.90 -2.91 0.00
H -3.68 5.83 -1.58 0.00
H -0.17 3.66 -3.41 0.00
H 0.56 1.68 -2.16 0.00
H -2.70 1.97 0.39 0.01
H -3.51 3.95 -0.75 0.00
O 1.44 -0.32 -1.36 -0.02
As 2.79 -0.03 -2.28 0.00
C 4.32 0.75 -1.35 0.01
C 4.62 2.11 -1.31 0.00
C 5.79 2.53 -0.69 0.00
C 6.66 1.61 -0.12 0.00
C 6.35 0.26 -0.15 0.00
C 5.18 -0.16 -0.77 0.00
C 3.57 -1.62 -3.13 0.00
C 4.83 -1.51 -3.73 0.00
C 5.37 -2.59 -4.40 0.00
C 4.66 -3.77 -4.50 0.00
C 3.42 -3.89 -3.92 0.00
C 2.88 -2.81 -3.23 0.00
C 2.24 0.95 -3.89 0.00
C 1.37 0.22 -4.70 0.00
C 0.89 0.74 -5.88 0.00
C 1.27 2.02 -6.27 0.00
C 2.14 2.75 -5.48 0.00
C 2.63 2.22 -4.30 0.00
H 3.96 2.84 -1.74 0.00
H 6.03 3.59 -0.67 0.00
H 7.57 1.95 0.34 0.00
H 7.01 -0.46 0.30 0.00
H 4.93 -1.22 -0.80 0.00
H 5.38 -0.58 -3.66 0.00
H 6.35 -2.50 -4.85 0.00
H 5.08 -4.61 -5.04 0.00
H 2.86 -4.81 -3.99 0.00
H 1.92 -2.89 -2.73 0.00
H 1.09 -0.79 -4.39 0.00
H 0.24 0.16 -6.51 0.00
H 0.89 2.44 -7.19 0.00
H 2.45 3.73 -5.80 0.00
H 3.33 2.80 -3.71 0.00
```

Calculated values
relative energy (zero: lowest compared OMol25 entry of this formula, charge and spin)	2.517	eV
spin multiplicity	2
charge	+1
<S²>	0.7637
E_HOMO (spin up / spin down)	-8.548 / -9.172	eV
gap between HOMO and LUMO (spin up / spin down)	5.57 / 6.13	eV
calculated total energy	-165452.9672	eV